1.
# C22H38Br4O15

7 unconnected molecules or ions with the total composition C22H38Br4O15 (ωB97M-V/def2-TZVPD, OMol25).

Positions of all 79 atoms, in Å:
C (-5.003, 1.836, -4.132)
C (-4.779, 0.604, -3.405)
C (-4.627, 0.644, -1.959)
O (-5.529, -0.264, -1.457)
C (-6.236, -0.741, -2.421)
O (-7.139, -1.545, -2.276)
O (-5.924, -0.191, -3.578)
H (-5.328, 1.635, -5.153)
H (-4.126, 2.483, -4.153)
H (-5.773, 2.468, -3.689)
H (-3.863, 0.154, -3.788)
H (-4.949, 1.599, -1.545)
H (-3.624, 0.329, -1.671)
C (1.660, 1.637, -0.606)
C (1.036, 0.681, -1.569)
C (0.091, -0.271, -0.816)
O (-1.065, -0.206, -1.681)
C (-0.992, 0.824, -2.521)
O (-1.950, 1.200, -3.259)
O (0.164, 1.374, -2.422)
H (1.021, 2.376, -0.123)
H (2.523, 2.096, -1.090)
H (2.122, 1.017, 0.161)
H (1.767, 0.060, -2.087)
H (-0.121, 0.151, 0.167)
H (0.535, -1.263, -0.893)
C (-0.573, -4.218, 4.350)
C (0.699, -3.366, 4.297)
C (1.804, -3.823, 3.368)
O (2.213, -2.667, 2.639)
C (1.265, -1.794, 2.745)
O (1.244, -0.709, 2.176)
O (0.344, -2.242, 3.605)
H (-0.376, -5.127, 4.919)
H (-0.868, -4.365, 3.311)
H (-1.263, -3.603, 4.928)
H (1.046, -3.122, 5.302)
H (1.474, -4.660, 2.754)
H (2.652, -4.126, 3.984)
C (3.555, -1.497, -3.398)
O (2.513, -2.159, -2.687)
C (2.683, -3.214, -1.887)
O (3.742, -3.731, -1.655)
O (1.538, -3.523, -1.451)
C (1.311, -4.604, -0.547)
H (4.220, -0.882, -2.791)
H (3.157, -0.859, -4.187)
H (4.134, -2.166, -4.034)
H (0.406, -4.335, -0.001)
H (2.194, -4.820, 0.054)
H (1.133, -5.482, -1.168)
C (-1.989, 0.719, 2.760)
O (-1.253, 0.722, 3.953)
C (-0.470, 1.788, 4.308)
O (-0.177, 2.744, 3.559)
O (-0.267, 1.725, 5.630)
C (0.681, 2.635, 6.275)
H (-1.349, 0.623, 1.883)
H (-2.499, 1.682, 2.725)
H (-2.676, -0.121, 2.866)
H (1.622, 2.655, 5.726)
H (0.867, 2.511, 7.342)
H (0.238, 3.610, 6.070)
Br (5.264, 1.283, -1.381)
C (5.541, -0.285, -0.216)
C (4.872, -0.059, 1.111)
Br (5.498, -1.481, 2.359)
H (6.593, -0.369, 0.055)
H (5.158, -1.228, -0.606)
H (3.805, -0.283, 1.121)
H (5.154, 0.932, 1.469)
Br (0.149, 5.241, -2.011)
C (-1.335, 5.869, -3.096)
C (-2.352, 4.821, -3.262)
Br (-3.800, 5.506, -4.465)
H (-0.932, 6.071, -4.088)
H (-1.720, 6.756, -2.591)
H (-2.880, 4.379, -2.418)
H (-1.876, 3.965, -3.740)

Atoms 1-6, force components in eV/Å:
C -0.22 2.46 -0.79
C 1.16 -0.60 -1.61
C 1.41 1.80 2.01
O 0.16 -0.97 2.30
C -3.80 -2.59 -0.61
O 1.16 0.81 -0.19

SMILES string: C[C@H]1COC(=O)O1.C[C@H]1COC(=O)O1.C[C@H]1COC(=O)O1.COC(=O)OC.COC(=O)OC.BrCCBr.BrCCBr
LUMO level in eV: 0.1
Calculated total energy in Ha: -12285.7274

Results of the Mulliken charge analysis, in e, for atoms 1 through 6: number 1, C, carries -1.2728; number 2, C, carries 0.8259; number 3, C, carries 0.1454; number 4, O, carries -0.3394; number 5, C, carries 0.5809; number 6, O, carries -0.6278

2.
# C22H38CdN3O4PS2

A molecular structure, C22H38CdN3O4PS2 (ωB97M-V/def2-TZVPD, OMol25).

Positions of all 71 atoms, in Å:
Cd (-0.828, 0.289, 0.395)
C (-0.720, 0.636, 2.561)
C (0.054, 1.691, 3.004)
C (0.230, 2.963, 2.344)
C (0.954, 3.989, 2.908)
C (1.607, 3.861, 4.140)
C (1.489, 2.625, 4.794)
C (0.758, 1.587, 4.268)
H (-0.279, 3.117, 1.398)
H (1.029, 4.926, 2.361)
H (2.181, 4.675, 4.564)
H (1.986, 2.478, 5.750)
H (0.689, 0.647, 4.805)
C (4.146, 3.453, 0.357)
C (3.969, 2.387, 1.423)
O (3.766, 1.090, 0.858)
P (2.246, 0.800, 0.294)
O (2.536, 0.880, -1.318)
C (1.537, 1.464, -2.157)
C (2.212, 1.980, -3.408)
O (2.312, -0.820, 0.412)
C (2.057, -1.399, 1.702)
C (2.425, -2.862, 1.636)
H (4.296, 4.429, 0.824)
H (3.259, 3.509, -0.277)
H (5.002, 3.227, -0.282)
H (3.135, 2.649, 2.081)
H (4.870, 2.309, 2.034)
H (1.013, 2.269, -1.629)
H (0.780, 0.716, -2.411)
H (2.909, 2.784, -3.167)
H (1.463, 2.358, -4.106)
H (2.770, 1.177, -3.893)
H (1.000, -1.274, 1.957)
H (2.646, -0.871, 2.459)
H (3.494, -2.991, 1.458)
H (1.869, -3.346, 0.832)
H (2.157, -3.351, 2.574)
N (-4.032, 1.309, -0.752)
H (-4.008, 0.423, -0.256)
H (-3.904, 1.100, -1.737)
H (-4.951, 1.718, -0.632)
S (-2.744, 0.882, -4.089)
C (-3.231, -0.605, -3.555)
N (-2.461, -1.589, -3.084)
C (-3.143, -2.784, -2.574)
C (-4.589, -2.378, -2.336)
S (-4.917, -1.120, -3.604)
H (-1.613, -1.304, -2.602)
H (-2.669, -3.124, -1.658)
H (-3.071, -3.579, -3.320)
H (-4.701, -1.914, -1.356)
H (-5.290, -3.203, -2.436)
O (-1.723, 3.153, -1.466)
H (-2.335, 2.660, -0.891)
H (-1.819, 2.682, -2.305)
C (-2.849, -2.428, 1.506)
C (-1.873, -3.030, 0.537)
C (-1.709, -4.361, 0.171)
C (-0.644, -4.383, -0.770)
C (-0.238, -3.063, -0.925)
C (0.855, -2.517, -1.798)
N (-0.982, -2.244, -0.126)
H (-3.082, -3.130, 2.311)
H (-3.803, -2.158, 1.036)
H (-2.435, -1.523, 1.959)
H (-2.270, -5.205, 0.551)
H (-0.231, -5.245, -1.275)
H (0.753, -2.856, -2.834)
H (1.852, -2.809, -1.458)
H (0.840, -1.428, -1.781)

Atoms 1-6, force components in eV/Å:
Cd -0.27 -0.43 0.17
C 0.13 0.18 -0.34
C -0.35 -0.40 0.12
C 0.01 0.30 -0.05
C -0.06 -0.07 -0.10
C 0.09 0.05 0.10

LUMO level (alpha / beta) in eV: 3.8 / 3.9
ΔE to the lowest compared entry with this formula, charge and spin in kJ/mol: 246.8
Calculated total energy in Ha: -2631.7094
Net charge: -2

Results of the Mulliken charge analysis, in e, for atoms 1 through 6: number 1, Cd, carries 1.4088; number 2, C, carries -2.3656; number 3, C, carries 1.3151; number 4, C, carries -0.1220; number 5, C, carries -0.5201; number 6, C, carries -0.5806

3.
# C22H38Cl2EuN6O10

A molecular structure, C22H38Cl2EuN6O10 (ωB97M-V/def2-TZVPD, OMol25).

Positions of all 79 atoms, in Å:
Eu (0.323, -0.742, 0.294)
N (-2.357, -1.874, -0.302)
C (-3.168, -1.409, -1.431)
C (-2.336, -0.452, -2.285)
N (-1.557, 0.443, -1.430)
C (-2.343, 1.478, -0.747)
C (-2.829, 1.069, 0.641)
N (-1.700, 0.615, 1.462)
H (-1.919, -2.761, -0.513)
H (-2.930, -2.044, 0.515)
H (-4.048, -0.883, -1.059)
H (-3.532, -2.228, -2.058)
H (-3.002, 0.098, -2.962)
H (-1.628, -1.024, -2.888)
H (-0.882, 0.925, -2.014)
H (-3.204, 1.793, -1.351)
H (-1.692, 2.343, -0.627)
H (-3.554, 0.260, 0.578)
H (-3.344, 1.930, 1.081)
H (-2.036, 0.213, 2.331)
H (-1.130, 1.416, 1.722)
O (4.209, -2.183, 1.206)
Cl (2.809, -2.200, 1.441)
O (2.490, -3.100, 2.495)
O (2.102, -2.586, 0.232)
O (2.329, -0.862, 1.767)
C (0.396, -3.412, -2.129)
O (0.706, -2.015, -2.103)
C (1.993, -1.789, -2.681)
C (2.443, -0.377, -2.390)
O (2.707, -0.216, -1.008)
C (4.067, 0.073, -0.708)
H (0.562, -3.809, -3.134)
H (-0.652, -3.525, -1.867)
H (1.007, -3.949, -1.404)
H (1.930, -1.943, -3.764)
H (2.711, -2.496, -2.256)
H (1.657, 0.335, -2.665)
H (3.337, -0.162, -2.979)
H (4.402, 0.938, -1.289)
H (4.709, -0.787, -0.906)
H (4.118, 0.303, 0.353)
C (0.450, 4.248, -3.358)
C (-0.389, 4.497, -2.137)
C (-1.714, 4.891, -2.239)
C (-2.479, 5.118, -1.103)
Cl (-4.147, 5.570, -1.269)
C (-1.927, 4.969, 0.153)
C (-0.602, 4.570, 0.270)
C (0.166, 4.332, -0.863)
O (1.468, 3.939, -0.827)
C (1.894, 3.289, 0.351)
C (1.168, 1.955, 0.543)
O (0.751, 1.378, -0.501)
O (0.985, 1.495, 1.685)
H (-0.175, 4.198, -4.248)
H (1.016, 3.322, -3.254)
H (1.177, 5.052, -3.489)
H (-2.164, 5.021, -3.215)
H (-2.522, 5.160, 1.036)
H (-0.180, 4.449, 1.259)
H (1.788, 3.915, 1.237)
H (2.955, 3.078, 0.213)
C (-0.143, -5.435, 2.445)
N (-0.194, -4.094, 2.981)
C (0.040, -3.864, 4.336)
C (0.221, -2.582, 4.802)
C (0.175, -1.535, 3.882)
N (-0.159, -1.772, 2.568)
C (-0.242, -3.035, 2.110)
O (-0.404, -3.228, 0.879)
N (0.395, -0.218, 4.230)
H (-0.563, -6.126, 3.175)
H (0.892, -5.720, 2.226)
H (-0.718, -5.473, 1.524)
H (0.105, -4.733, 4.973)
H (0.437, -2.394, 5.844)
H (0.804, -0.039, 5.126)
H (0.669, 0.401, 3.487)

Atoms 1-6, force components in eV/Å:
Eu -1.23 -0.61 -0.71
N -0.43 -0.32 -0.33
C 0.17 0.10 0.03
C 0.02 0.04 0.28
N -0.30 0.23 -0.60
C 0.08 -0.24 0.05

LUMO level (alpha / beta) in eV: 0.2 / 0.2
ΔE to the lowest compared entry with this formula, charge and spin in kJ/mol: 0.0
Multiplicity: 8
Calculated total energy in Ha: -3572.6564

Results of the Mulliken charge analysis, in e, for atoms 1 through 6: number 1, Eu, carries 0.5328; number 2, N, carries -0.1812; number 3, C, carries -1.0165; number 4, C, carries -0.6780; number 5, N, carries 0.4689; number 6, C, carries 0.7559